Molecular formula: C25H76F3N14O16
Method: DFT, ωB97M-V with the def2-TZVPD basis set

Properties
HOMO energy: -7.057 eV
orbital gap: 8.92 eV

ORCA input file:
```
! RIJCOSX wB97M-V def2-TZVPD def2/J DEFGRID3
* xyz -1 1
C -0.52509 0.71908 -1.21672
O 0.83691 0.34566 -0.96584
O -0.68356 1.02152 -2.49731
C -1.34064 -0.57040 -0.80466
F -0.93247 -1.09147 0.36745
F -2.62603 -0.12199 -0.72776
F -1.28329 -1.48490 -1.70759
C 1.56328 0.81390 0.10733
C 2.89799 0.18419 0.07396
H 2.94880 -0.90157 0.07686
H 3.46191 0.49166 -0.81147
H 3.51523 0.53736 0.90383
H 0.99044 0.63020 1.05832
H 1.62055 1.89500 0.03134
H -0.89186 1.50675 -0.58726
C -3.36020 3.80773 1.89369
C -3.73141 2.53260 1.18634
O -5.04977 2.61224 0.66047
H -2.61827 3.79446 2.66663
H -4.29119 4.11985 2.44625
H -3.20046 4.60805 1.17009
H -3.72190 1.71834 1.95277
H -2.98412 2.21834 0.39254
H -4.99938 3.23643 -0.10351
C 2.00714 -3.46688 3.95883
C 1.57177 -2.07220 3.75101
O 0.65142 -2.06055 2.65210
H 2.51350 -3.55370 4.90830
H 2.63006 -3.92138 3.20167
H 1.09141 -4.05467 4.03921
H 2.42677 -1.40421 3.62435
H 1.10256 -1.61492 4.64972
H 0.48628 -1.21697 2.20251
C -3.01653 -3.57852 2.73302
C -2.74206 -3.56068 4.24083
O -3.10529 -4.73228 4.91955
H -2.82993 -2.66692 2.11588
H -4.02895 -4.00473 2.57748
H -2.35978 -4.32417 2.38266
H -3.31022 -2.70346 4.71515
H -1.66525 -3.38564 4.38289
H -4.04356 -4.88648 4.71270
C -3.24356 -5.19772 -2.05807
C -3.55891 -4.05901 -1.08979
O -4.61060 -3.17512 -1.53651
H -2.49786 -5.85039 -1.63120
H -2.98450 -4.90886 -3.07945
H -4.17390 -5.74374 -2.19431
H -2.59845 -3.53365 -0.92782
H -3.85713 -4.47262 -0.10895
H -4.75407 -2.51263 -0.83393
C 1.21913 -3.42549 -1.71940
C 1.38101 -4.37206 -0.57506
O 2.23286 -3.72328 0.39435
H 0.56875 -3.80547 -2.46401
H 2.10716 -2.99875 -2.18109
H 0.59635 -2.60812 -1.30644
H 1.91829 -5.23676 -0.95134
H 0.42685 -4.74745 -0.14193
H 1.58549 -3.17603 0.88385
C 2.56408 1.20271 5.47757
C 3.98775 1.72432 5.00429
O 3.94941 2.45223 3.77048
H 2.06492 0.47278 4.90216
H 1.87489 2.09911 5.58206
H 2.70507 0.87740 6.49160
H 4.77702 0.99105 4.87076
H 4.42526 2.36165 5.78901
H 3.58553 3.35872 3.97004
C -3.49427 -0.50094 -6.07513
C -2.36412 -0.44692 -5.10119
O -2.37614 0.76794 -4.52373
H -3.59599 0.50557 -6.61807
H -4.49288 -0.75940 -5.63304
H -3.28646 -1.29662 -6.79428
H -1.42690 -0.67118 -5.61951
H -2.49584 -1.19523 -4.33429
H -1.79029 0.85388 -3.72564
C 6.03696 -2.72325 0.65927
O 7.12058 -2.27224 0.46264
N 5.59507 -3.29284 1.79161
N 5.14525 -2.83866 -0.36736
H 4.76460 -3.75360 1.86094
H 6.31808 -3.26010 2.48247
H 5.26239 -2.20308 -1.13472
H 4.22397 -3.28861 -0.28877
C 1.99699 3.83637 -3.26316
O 2.55534 4.78889 -3.67144
N 1.11720 3.15085 -4.11603
N 2.12783 3.33355 -1.94986
H 0.88980 3.71046 -4.91798
H 0.39482 2.53508 -3.69048
H 2.03911 2.28217 -1.83882
H 3.04986 3.56393 -1.55363
C -6.07686 -0.55680 0.35224
O -5.76422 -1.73186 0.47580
N -5.74310 0.24449 -0.75853
N -6.86894 0.04477 1.35659
H -5.49271 1.17310 -0.49225
H -5.10706 -0.09089 -1.44356
H -6.95857 -0.51769 2.16963
H -6.54848 0.98711 1.52494
C 2.67347 -0.57140 -4.04017
O 3.26131 -1.65321 -4.16405
N 3.28608 0.71171 -4.06115
N 1.23789 -0.51898 -4.10476
H 4.26975 0.73460 -4.05269
H 2.83935 1.51380 -4.43484
H 0.72522 0.09874 -3.45872
H 0.95474 -1.50062 -3.98065
C 5.33363 2.65407 -0.07553
O 5.07015 2.98823 -1.23244
N 6.06550 1.60152 0.19596
N 5.04746 3.51490 0.94101
H 5.80500 1.26959 1.13814
H 6.05585 0.92039 -0.53496
H 4.77377 4.40827 0.59820
H 4.99797 3.29868 1.95487
C -3.87778 3.18366 -2.22095
O -4.57448 4.00989 -1.54386
N -2.49056 3.25698 -2.29770
N -4.45668 2.14359 -2.97318
H -1.95536 4.07230 -1.92277
H -1.84888 2.43045 -2.42043
H -3.96490 1.56204 -3.58192
H -5.43900 2.21550 -3.11954
C 1.20488 4.77524 2.73279
O 1.56061 4.53714 3.89743
N 1.41252 4.02804 1.61047
N 0.37829 5.88558 2.56702
H 2.18938 3.39212 1.70123
H 1.28698 4.36474 0.65358
H 0.50511 6.55437 1.80726
H 0.25208 6.33238 3.52723
*
```